No. 1
Entry from the OMol25 dataset: a cluster of 15 separate species, C78H113N2O32P2 in total (the ωB97M-V functional and the def2-TZVPD basis).

Geometry (Å):
1 C 2.44981 -1.09415 -2.10185
2 C 1.95145 -1.80771 -0.82471
3 N 1.58770 -0.81631 0.17756
4 C 1.82671 -0.90492 1.56353
5 C 1.23520 0.21892 2.22479
6 N 0.65894 1.00175 1.23648
7 C 0.89965 0.36659 -0.01147
8 C -0.14175 2.17720 1.40061
9 H 3.35769 -0.50655 -1.96557
10 H 1.65249 -0.54983 -2.60789
11 H 2.59849 -1.83759 -2.88499
12 H 2.69097 -2.50685 -0.43430
13 H 1.08799 -2.43446 -1.04768
14 H 2.31573 -1.79286 1.93613
15 H 1.26428 0.49402 3.26876
16 H 0.45569 0.72230 -0.92950
17 H 0.55656 2.99507 1.57821
18 H -0.92023 2.09124 2.15867
19 H -0.67719 2.51986 0.51518
20 C -0.72466 2.61093 11.78897
21 C -1.28593 2.16842 12.96045
22 C -2.67341 2.28067 13.07081
23 C -3.44596 2.75131 12.00499
24 C -2.86517 3.17567 10.81613
25 C -1.47776 3.13422 10.74842
26 O -0.92724 3.66875 9.62962
27 O -3.30399 1.84248 14.16253
28 H 0.34007 2.69827 11.63042
29 H -0.67257 1.84725 13.78934
30 H -4.51882 2.86606 12.05207
31 H -3.56479 3.37073 10.01682
32 H 0.01157 3.86804 9.60732
33 H -2.74070 1.17792 14.56583
34 C 0.18280 7.93439 -3.15203
35 C -0.14504 9.18934 -2.77981
36 C 0.59965 9.84978 -1.83347
37 C 1.74706 9.24279 -1.22402
38 C 2.02140 7.90409 -1.54816
39 C 1.23477 7.27297 -2.53061
40 O 1.65260 6.09097 -3.07427
41 O 0.20113 11.02163 -1.34040
42 H -0.38598 7.50890 -3.96555
43 H -0.97091 9.64583 -3.30513
44 H 2.21815 9.70044 -0.36668
45 H 2.80685 7.35819 -1.04670
46 H 1.24355 5.94983 -3.93122
47 H 0.91406 11.43822 -0.85072
48 C -9.14692 -0.56447 4.06298
49 C -7.86762 -0.55904 3.52133
50 C -7.63155 -0.98623 2.19013
51 C -8.77778 -1.38187 1.42269
52 C -10.03782 -1.44009 1.97322
53 C -10.24746 -0.97007 3.27695
54 O -11.50941 -0.74287 3.76666
55 O -6.39706 -0.86449 1.65136
56 H -9.24741 -0.22531 5.08340
57 H -7.02358 -0.16533 4.06813
58 H -8.62075 -1.72731 0.41155
59 H -10.84647 -1.73569 1.32122
60 H -12.23240 -1.02568 3.20194
61 H -6.14237 -1.32028 0.84576
62 C 7.74204 -5.86493 7.27991
63 C 6.56928 -6.59940 7.11635
64 C 5.98201 -7.18952 8.21735
65 C 6.58733 -7.01772 9.46691
66 C 7.72464 -6.25213 9.57679
67 C 8.40744 -5.71225 8.50802
68 O 9.50810 -4.93655 8.54830
69 O 4.83636 -7.99864 8.15811
70 H 8.18385 -5.50128 6.36396
71 H 6.11831 -6.67555 6.13797
72 H 6.24619 -7.48280 10.38000
73 H 8.01683 -5.99936 10.58532
74 H 9.66235 -4.58882 9.42971
75 H 4.88679 -8.56468 8.93184
76 C 2.01329 -5.67455 -9.35464
77 C 2.96024 -6.64173 -9.58572
78 C 3.18094 -7.65631 -8.66118
79 C 2.44772 -7.59964 -7.50415
80 C 1.38268 -6.66743 -7.29675
81 C 1.22550 -5.70178 -8.21818
82 O 0.42328 -4.59853 -7.93993
83 O 4.10023 -8.57258 -8.94862
84 H 2.08380 -4.87231 -10.07426
85 H 3.61780 -6.56763 -10.43927
86 H 2.69156 -8.26514 -6.68926
87 H 0.87218 -6.67197 -6.34504
88 H 0.65777 -3.87940 -8.53110
89 H 3.99324 -8.76776 -9.88246
90 C 5.29511 1.63731 -11.91538
91 C 6.00668 1.37537 -13.13210
92 C 6.66368 0.13702 -13.31676
93 C 6.74939 -0.87525 -12.26246
94 C 6.03670 -0.56218 -11.09081
95 C 5.35007 0.66676 -10.90870
96 O 4.96312 0.92497 -9.65517
97 O 7.33906 -0.04126 -14.48404
98 H 4.73683 2.55941 -11.84867
99 H 5.92455 2.10465 -13.92444
100 H 7.26546 -1.82218 -12.20415
101 H 6.09897 -1.18802 -10.21283
102 H 4.13919 1.40930 -9.56491
103 H 7.03598 0.56388 -15.16489
104 C -7.12812 5.12177 -6.35282
105 C -5.89001 4.53779 -6.36137
106 C -5.73648 3.30743 -5.64008
107 C -6.76046 2.82354 -4.79777
108 C -8.00117 3.47426 -4.75089
109 C -8.17919 4.52055 -5.63987
110 O -9.42022 4.95768 -6.00359
111 O -4.52478 2.70770 -5.66892
112 H -7.26712 5.98964 -6.98044
113 H -5.05702 4.97110 -6.89501
114 H -6.53480 1.97979 -4.16251
115 H -8.83581 3.04531 -4.21630
116 H -10.20027 4.40049 -5.95194
117 H -3.91423 3.22338 -6.20079
118 C -3.61284 -3.18738 8.65850
119 C -4.90788 -3.21525 9.18039
120 C -5.45339 -4.41888 9.57220
121 C -4.66148 -5.62626 9.45863
122 C -3.36272 -5.57078 9.02611
123 C -2.89462 -4.35087 8.58234
124 O -1.56030 -4.33566 8.15605
125 O -6.66357 -4.42598 10.03234
126 H -3.34222 -2.17454 8.39902
127 H -5.54708 -2.34858 9.26237
128 H -5.01067 -6.59125 9.79516
129 H -2.75154 -6.41039 8.72962
130 H -1.45800 -4.95391 7.42880
131 H -6.78189 -3.57723 10.46502
132 C -7.73118 -7.07496 -4.49610
133 C -6.71884 -6.20875 -4.02604
134 C -6.08969 -5.27458 -4.84219
135 C -6.38385 -5.18186 -6.18449
136 C -7.32770 -6.07580 -6.76435
137 C -8.05898 -6.95445 -5.91398
138 O -9.06641 -7.73059 -6.34561
139 O -5.10092 -4.43350 -4.41834
140 H -8.30296 -7.81501 -3.95592
141 H -6.53198 -6.34055 -2.97053
142 H -5.87344 -4.43554 -6.77516
143 H -7.53177 -5.97395 -7.82000
144 H -9.74683 -7.31559 -6.88078
145 H -4.50848 -4.26667 -5.15507
146 C -3.89270 -7.43583 3.05280
147 O -3.09847 -7.86304 2.01294
148 P -1.53402 -8.47475 2.27247
149 O -0.56097 -7.55551 2.91035
150 O -1.55004 -9.90421 3.02424
151 C -0.28544 -10.55449 3.09806
152 O -1.16497 -8.78966 0.74559
153 C -2.00057 -9.62024 -0.10621
154 H -3.93117 -8.21212 3.81700
155 H -4.91728 -7.31295 2.70174
156 H -3.67382 -6.43555 3.42647
157 H 0.59016 -10.02149 2.72748
158 H -0.44519 -11.54511 2.67231
159 H 0.01629 -10.67316 4.13872
160 H -1.76085 -10.68350 -0.09669
161 H -1.90318 -9.24974 -1.12668
162 H -3.05942 -9.50478 0.12531
163 C 9.22761 -7.23853 -4.51164
164 O 8.88871 -6.43809 -3.43145
165 P 8.72038 -6.97976 -1.94997
166 O 8.22415 -5.96101 -1.01343
167 O 7.69788 -8.20971 -2.18087
168 C 6.63689 -8.51188 -1.18349
169 O 10.11093 -7.75986 -1.55666
170 C 10.31929 -8.12229 -0.22058
171 H 8.46139 -7.25293 -5.28676
172 H 9.51419 -8.25079 -4.22648
173 H 10.01722 -6.73217 -5.06679
174 H 7.07440 -9.01971 -0.32395
175 H 5.87979 -9.17086 -1.60853
176 H 6.03031 -7.61648 -1.04782
177 H 11.32686 -8.52575 -0.12000
178 H 9.53872 -8.83179 0.05408
179 H 10.06349 -7.36405 0.51950
180 C -7.49089 6.98438 2.28061
181 O -7.57675 6.17558 3.53563
182 C -8.13678 6.75034 4.71675
183 C -9.69069 6.90823 4.57338
184 O -9.97584 8.15546 3.95557
185 C -11.32557 8.60405 3.95247
186 H -8.41622 7.51127 2.04770
187 H -7.28373 6.33125 1.43290
188 H -6.65362 7.67937 2.21693
189 H -7.60045 7.63207 5.06749
190 H -8.03854 5.94142 5.44069
191 H -10.12436 6.90968 5.57340
192 H -10.07520 6.08871 3.96622
193 H -11.98456 8.74119 4.80981
194 H -11.91722 8.07739 3.20368
195 H -11.53759 9.63005 3.65168
196 C 0.76213 11.89527 4.52243
197 O 1.09710 13.11978 3.94401
198 C 2.25937 13.83675 4.35246
199 C 2.23764 15.27959 3.83414
200 O 2.08872 15.21174 2.41469
201 C 2.34199 16.44435 1.79902
202 H 1.58743 11.29797 4.91002
203 H 0.17354 11.37347 3.76785
204 H 0.20595 11.98795 5.45525
205 H 3.19291 13.40327 3.99370
206 H 2.34251 13.82332 5.43921
207 H 3.18864 15.72213 4.13055
208 H 1.45847 15.88471 4.29764
209 H 2.42988 16.40651 0.71323
210 H 3.15926 17.03193 2.21727
211 H 1.42487 17.02224 1.91325
212 C 11.24948 2.79604 -8.10668
213 O 11.09494 3.01656 -6.69986
214 C 9.77737 3.16499 -6.33650
215 C 9.67160 3.75615 -4.91017
216 O 9.88028 5.10572 -4.88770
217 C 8.78997 5.87440 -4.49189
218 H 10.85517 3.59259 -8.73765
219 H 10.84621 1.80745 -8.32616
220 H 12.24703 2.50771 -8.43815
221 H 9.30056 2.19419 -6.47188
222 H 9.32227 3.88772 -7.01374
223 H 10.37846 3.13763 -4.35710
224 H 8.69160 3.46122 -4.53505
225 H 7.88613 5.54396 -5.00372
226 H 8.98820 6.93272 -4.66161
227 H 8.44993 5.82513 -3.45747

Cartesian forces (eV/Å) of the 2 atoms listed first:
C -0.571 -0.973 -0.361
C 0.256 0.172 -1.394

Values from the calculation:
- Net charge: +1

***

No. 2
Entry from the OMol25 dataset: a structure of composition C3H6N2O (the ωB97M-V functional and the def2-TZVPD basis).

Geometry (Å):
1 C -1.90604 1.06048 -0.06912
2 C -0.76550 -0.41870 0.54874
3 O -0.58293 0.89486 0.74864
4 N 0.35366 -1.02805 0.13121
5 C 1.61809 -0.47941 -0.02364
6 N 2.57765 -1.24091 -0.34893
7 H -1.74864 2.03887 -0.49839
8 H -2.16488 0.34625 -0.87203
9 H -2.70501 1.07136 0.66514
10 H 0.28059 -2.02459 -0.03506
11 H 1.64297 0.59594 0.16474
12 H 3.43020 -0.68651 -0.42018

Cartesian forces (eV/Å) of the 2 atoms listed first:
C 0.056 1.748 0.575
C 0.974 -2.014 1.236

Values from the calculation:
- Energy relative to the best compared isomer or geometry (same formula, charge and spin): 407.3 kJ/mol
- Net charge: 0

***

no.,orbital gap (eV),calculated total energy (Ha),LUMO (eV)
1,6.126,-6239.33653,-2.9
2,9.289,-302.53797,1.0